The following is a DFT calculation (ωB97M-V with the def2-TZVPD basis set) of a cluster of 3 separate species, C3H9N3O in total.

Geometry as ORCA input:
```
! wB97M-V def2-TZVPD RIJCOSX def2/J DEFGRID3
* xyz 0 1
O -1.55 1.44 -0.51
N -0.64 1.04 1.59
N 0.34 -0.17 -1.55
N 1.84 0.40 0.30
C -0.16 -1.27 -0.74
C 0.57 0.36 -0.27
C -0.51 1.10 0.31
H 2.30 -0.50 0.39
H -1.28 1.26 -1.42
H -0.92 -1.37 1.01
H -1.08 -1.66 -1.17
H -1.01 -0.75 1.66
H 1.16 -0.30 -2.15
H 1.84 0.90 1.19
H 0.57 -2.05 -0.56
H -1.46 1.56 1.91
*
```

gap between HOMO and LUMO: 9.2074 eV
ΔE to the lowest compared entry with this formula, charge and spin: 4.8192 eV
total energy: -359.06734 Ha
HOMO level: -8.37 eV

Here are the Löwdin charges for atoms 1 to 2, given in e:
1 O 0.06
2 N 0.09